(1)
The following is a DFT calculation (ωB97M-V/def2-TZVPD) of a single C6H10O molecule.

```
17
Properties=species:S:1:pos:R:3:forces:R:3:nbo_charge:R:1
C 2.222 0.222 -0.297 1.1 0.2 -0.4 -0.6049
C 1.040 -0.113 0.512 -1.3 -1.4 0.8 -0.2508
C -0.162 0.753 0.640 0.2 0.7 -3.2 -0.1302
C -1.321 1.190 -0.254 1.2 1.7 -0.2 -0.1029
O -2.258 0.160 -0.099 0.2 0.0 0.4 -0.5418
C -1.484 -1.010 0.120 -0.2 -4.2 -1.9 -0.1388
C 0.012 -0.862 -0.287 -2.3 -0.2 2.7 -0.2710
H 1.965 0.419 -1.353 0.1 0.0 0.5 0.2184
H 2.928 -0.627 -0.271 -0.1 0.5 0.0 0.2200
H 2.657 1.121 0.157 0.3 -0.3 -0.4 0.2235
H 1.217 -0.521 1.530 0.4 0.4 -0.6 0.2222
H -0.626 0.436 1.510 -1.0 -0.3 1.9 0.1819
H -1.823 2.096 0.073 0.1 0.2 0.3 0.1928
H -1.023 1.364 -1.292 0.0 -0.2 0.0 0.1734
H -1.572 -1.502 1.109 -0.3 0.8 0.0 0.1831
H -2.045 -1.723 -0.618 1.4 0.6 1.3 0.1953
H 0.274 -1.403 -1.181 0.2 1.4 -1.1 0.2299
```
Positions in Å, forces in eV/Å.

Properties
LUMO level	0.0136	Ha
SMILES	CC1[C@H]2COC[C@H]12
2S+1	1
HOMO	-7.7	eV
gap between HOMO and LUMO	8.1	eV
energy above the lowest of the compared OMol25 structures with the same formula, charge and spin	112.5	kcal/mol
net charge	0

(2)
The following is a DFT calculation (ωB97M-V/def2-TZVPD) of a single C6H10O molecule.

```
17
Properties=species:S:1:pos:R:3:forces:R:3:nbo_charge:R:1
C -1.352 2.280 0.179 0.3 -0.3 0.1 -0.2268
C -0.875 1.179 0.300 0.8 0.8 0.7 -0.0346
C -0.337 -0.213 0.302 -0.7 0.5 -0.6 0.1508
C -1.581 -0.934 -0.150 -0.1 -2.6 0.1 -0.5570
O -0.089 -0.841 1.547 -0.5 -1.5 -0.1 -0.6943
C 0.880 -0.336 -0.637 -0.1 0.0 0.0 -0.3970
C 2.125 0.375 -0.109 0.0 0.0 0.1 -0.6132
H -1.729 3.282 0.115 0.1 -0.4 0.0 0.2398
H -2.410 -0.646 0.501 0.1 0.0 -0.2 0.2332
H -1.832 -0.714 -1.200 0.0 -0.8 0.3 0.2311
H -1.346 -2.079 0.213 -1.1 2.0 -2.2 0.1511
H -0.507 -1.761 1.315 1.6 2.3 1.6 0.4608
H 1.093 -1.407 -0.760 -0.1 0.1 0.0 0.2034
H 0.603 0.058 -1.623 0.0 -0.1 0.1 0.2081
H 2.993 0.192 -0.754 -0.2 0.0 0.1 0.2117
H 2.365 0.018 0.897 0.0 0.1 -0.1 0.2204
H 1.967 1.458 -0.058 0.0 -0.1 0.0 0.2125
```
Positions in Å, forces in eV/Å.

Properties
LUMO level	0.0354	Ha
SMILES	C#C[C@](C)(O)CC
2S+1	1
HOMO	-10.0	eV
gap between HOMO and LUMO	10.9	eV
energy above the lowest of the compared OMol25 structures with the same formula, charge and spin	60.1	kcal/mol
net charge	0

(3)
The following is a DFT calculation (ωB97M-V/def2-TZVPD) of a 2-piece molecular cluster, C6H10O overall.

```
17
Properties=species:S:1:pos:R:3:forces:R:3:nbo_charge:R:1
C 2.071 0.006 0.162 0.0 0.2 0.2 -0.3826
C 0.783 0.218 0.426 0.2 -0.1 -0.1 -0.0391
C -0.077 -0.748 1.126 -0.1 -0.1 -0.1 -0.2455
C -1.255 -0.810 0.495 0.0 0.1 0.2 -0.1568
C -1.393 0.277 -0.548 0.0 0.0 0.0 -0.4758
C -0.148 1.167 -0.314 0.1 -0.2 -0.3 0.0670
O -0.459 2.337 0.423 0.0 0.0 0.3 -0.7023
H 2.610 0.592 -0.576 0.0 0.1 0.2 0.2048
H 2.605 -0.820 0.628 0.0 0.2 0.0 0.1996
H 0.284 -1.437 1.884 -0.1 0.1 -0.1 0.2224
H -2.006 -1.578 0.648 0.0 0.2 0.1 0.2153
H -1.404 -0.134 -1.566 0.0 0.0 0.2 0.2246
H -2.311 0.861 -0.422 0.1 0.0 -0.1 0.2281
H 0.298 1.527 -1.246 -0.1 -0.1 0.1 0.1907
H -0.773 2.058 1.294 0.0 0.1 -0.1 0.4646
H 0.913 -1.589 -1.272 -0.1 -0.2 -0.2 0.0005
H 0.261 -1.926 -1.142 0.1 -0.2 -0.2 -0.0156
```
Positions in Å, forces in eV/Å.

Properties
LUMO level	0.0400	Ha
SMILES	C=C1C=CC[C@H]1O.[H][H]
2S+1	1
HOMO	-8.9	eV
gap between HOMO and LUMO	10.0	eV
energy above the lowest of the compared OMol25 structures with the same formula, charge and spin	44.8	kcal/mol
net charge	0

(4)
The following is a DFT calculation (ωB97M-V/def2-TZVPD) of a single C6H10O molecule.

```
17
Properties=species:S:1:pos:R:3:forces:R:3:nbo_charge:R:1
C -1.178 1.747 -0.814 0.0 0.1 0.0 -0.6107
C -0.556 0.353 -0.836 0.0 -0.1 -0.1 -0.3976
C 0.045 0.199 1.604 0.1 0.7 -0.4 0.0310
O -0.248 -1.045 1.956 -0.7 -0.1 1.2 -0.3629
C 0.222 -1.961 1.145 0.4 -0.6 -0.7 0.0629
C 1.112 -1.295 0.145 0.1 -0.1 -0.1 -0.4753
C 0.574 0.157 0.193 0.1 0.1 -0.1 -0.2862
H -0.406 2.527 -0.810 -0.1 -0.1 0.0 0.2011
H -1.807 1.895 0.071 0.1 0.0 -0.1 0.2049
H -1.808 1.906 -1.696 0.1 0.0 0.1 0.2131
H -0.146 0.142 -1.835 -0.1 0.0 0.2 0.1992
H -1.327 -0.407 -0.651 0.1 0.1 -0.1 0.2035
H -0.597 0.949 2.048 0.1 -0.1 0.0 0.1777
H 0.204 -2.976 1.515 0.1 0.1 -0.1 0.1827
H 2.167 -1.335 0.474 -0.2 0.0 0.0 0.2140
H 1.058 -1.730 -0.860 0.0 0.1 0.2 0.2246
H 1.368 0.890 0.010 -0.1 -0.1 0.0 0.2182
```
Positions in Å, forces in eV/Å.

Properties
LUMO level (alpha / beta)	0.0361 / 0.0381	Ha
2S+1	1
HOMO (alpha / beta)	-7.0 / -7.2	eV
gap between HOMO and LUMO (alpha / beta)	8.0 / 8.2	eV
energy above the lowest of the compared OMol25 structures with the same formula, charge and spin	62.8	kcal/mol
net charge	0